Density functional theory data (ωB97M-V/def2-TZVPD) for a cluster of 13 separate species, C66H95B6F24N10O2 in total at a distorted geometry.

XYZ file:
```
203
Properties=species:S:1:pos:R:3:forces:R:3:lowdin_charge:R:1
F 7.412 -29.582 8.285 0.127 1.321 1.452 -0.048
F 9.294 -25.177 17.477 1.168 0.071 -0.059 0.037
F 8.346 -29.249 10.434 -0.693 0.911 -0.914 0.095
F 6.373 -28.028 9.790 1.686 -0.594 -0.256 0.097
F 13.960 -30.698 12.041 0.653 0.867 0.450 -0.010
F 9.607 -33.778 14.971 -0.022 0.583 -0.201 0.056
F 8.466 -27.545 8.777 -0.821 -0.833 0.948 0.055
F 12.303 -24.765 8.909 -0.187 0.130 0.018 0.092
F 12.686 -24.662 11.158 -0.858 0.027 -0.118 0.152
F 11.164 -32.155 15.444 -1.069 0.257 -0.862 0.086
F 10.677 -25.480 19.315 0.272 0.109 -0.568 0.152
F 14.533 -28.610 13.026 -0.154 -0.341 -0.610 0.131
F 10.769 -23.635 10.218 0.324 -0.561 0.211 0.111
F 3.782 -29.825 11.925 -0.363 0.083 -0.523 0.141
F 10.551 -32.643 13.207 -0.362 0.612 0.968 0.021
F 5.542 -29.919 13.386 0.129 -0.136 -0.045 0.087
F 15.483 -30.469 13.827 -0.057 -0.588 -0.219 0.124
F 9.002 -31.551 14.652 0.948 -0.333 -0.111 0.127
F 10.073 -27.259 17.991 1.310 0.882 -0.190 -0.015
F 11.566 -25.660 17.130 -0.433 -0.037 0.433 0.143
F 16.099 -29.764 11.742 -0.826 -0.187 -0.155 0.112
F 3.781 -31.354 13.634 -0.193 0.383 0.140 0.099
F 3.583 -29.037 14.081 -0.368 -0.566 -0.147 0.098
F 10.948 -25.991 10.265 0.043 1.385 0.640 -0.012
O 4.516 -24.362 13.879 0.433 0.768 0.560 -0.096
O 4.915 -25.999 15.272 0.312 -0.382 0.953 -0.087
N -3.845 -26.781 11.626 2.382 1.301 0.794 -0.102
N 12.677 -28.710 9.720 0.766 -0.473 0.546 -0.007
N 13.525 -37.171 6.587 0.488 -0.859 1.080 -0.098
N 13.560 -33.395 12.488 0.805 -0.255 0.451 -0.027
N 3.181 -26.804 12.382 -1.232 0.269 -0.312 -0.020
N 9.318 -27.507 13.724 0.816 1.268 0.330 -0.221
N 8.907 -33.429 6.067 1.897 0.672 1.517 -0.094
N 6.946 -34.592 15.756 -0.649 2.384 0.819 -0.122
N 6.925 -27.831 17.612 -1.418 -1.533 -0.190 -0.026
N 8.397 -23.494 7.641 -0.718 -0.678 0.478 -0.254
C 11.181 -30.652 8.390 1.799 0.648 0.893 -0.133
C 10.436 -31.607 7.611 -2.690 -1.444 -1.154 -0.087
C 5.800 -28.330 16.940 1.235 1.549 0.143 0.036
C 5.025 -24.779 14.966 -1.184 -1.177 -2.448 -0.743
C 14.003 -35.132 7.663 -0.052 0.597 0.669 0.045
C 13.269 -36.980 8.940 0.259 0.210 0.274 0.049
C 12.612 -35.050 11.121 0.793 0.657 -0.701 0.063
C -3.087 -27.799 11.232 0.251 -1.233 -0.908 0.008
C 5.791 -22.316 10.507 0.033 0.036 -0.910 -0.064
C 12.593 -34.288 12.300 0.091 -0.478 -0.981 0.033
C 1.065 -26.166 13.247 -0.333 0.439 -0.108 0.065
C 6.155 -32.395 15.362 0.512 0.768 1.014 0.076
C 2.446 -26.161 13.336 0.184 -1.020 -0.399 0.057
C 7.925 -29.972 17.540 -0.265 0.230 0.057 0.039
C 13.147 -29.978 9.586 1.733 0.218 0.564 -0.008
C -3.224 -25.702 12.226 0.128 -0.432 0.002 0.030
C 10.255 -33.311 5.934 -1.287 -1.139 -1.484 -0.016
C 0.417 -26.789 12.152 0.254 0.292 1.150 -0.146
C 7.460 -34.174 16.924 0.665 -2.149 0.791 -0.007
C 14.667 -33.863 10.411 -1.755 -1.305 -0.013 0.058
C 13.553 -32.716 13.836 0.686 -0.469 -0.242 0.068
C 13.890 -35.912 6.546 0.554 2.035 -1.199 -0.019
C 8.114 -34.282 5.212 -1.029 0.306 -1.085 0.016
C 13.640 -34.837 10.170 0.495 0.951 0.667 -0.131
C 9.464 -22.477 7.436 -0.376 1.084 -0.987 -0.081
C 10.960 -28.314 15.217 0.842 0.829 1.882 -0.127
C 10.133 -24.615 6.426 1.745 0.878 -0.251 -0.152
C 6.784 -31.925 16.541 -0.176 -0.597 -0.509 -0.088
C 7.585 -23.485 8.974 0.468 -0.288 -0.507 -0.094
C 1.200 -27.492 11.266 -0.021 0.147 -0.195 0.033
C -1.703 -27.840 11.358 -0.378 0.292 0.623 0.043
C 9.204 -24.771 7.566 -1.616 -1.325 0.945 -0.132
C 9.918 -27.237 15.129 -0.940 -1.105 -0.854 -0.062
C 5.736 -23.858 15.848 -0.162 2.263 0.417 -0.016
C 10.385 -28.288 12.973 -2.428 -0.298 -1.632 -0.115
C -5.269 -26.756 11.489 -1.492 -0.262 -0.591 0.014
C 11.006 -32.425 6.627 1.528 0.789 1.022 0.020
C 6.949 -35.943 15.339 0.951 -1.962 0.094 0.000
C 8.321 -32.666 7.017 -0.615 -0.493 -0.487 0.024
C 6.261 -33.717 15.022 -0.071 0.468 -0.845 0.015
C 11.524 -28.391 13.846 2.739 -0.551 0.145 -0.165
C 9.006 -31.748 7.750 2.345 0.880 0.456 0.095
C 9.172 -26.203 13.030 0.699 0.409 -0.931 -0.146
C 6.942 -26.406 18.003 0.210 -0.033 -0.211 0.036
C 11.510 -28.390 9.222 -1.333 -1.274 -1.389 0.057
C 7.943 -28.639 17.905 -0.521 0.227 -0.220 0.014
C 7.458 -23.515 6.506 -0.992 0.379 -1.051 -0.004
C 6.835 -30.470 16.879 -1.247 -0.351 -1.153 -0.113
C -1.850 -25.626 12.350 -0.041 -1.796 0.114 0.073
C 2.571 -27.445 11.399 -0.345 -0.573 -0.832 -0.003
C 10.733 -29.363 8.544 0.258 0.605 0.339 0.080
C -1.047 -26.768 11.959 -0.860 1.340 0.164 -0.094
C 4.631 -26.785 12.351 0.668 0.212 0.019 0.018
C 5.772 -29.600 16.455 1.388 -0.865 1.165 0.062
C 8.717 -23.774 12.974 -0.063 -1.337 0.714 -0.047
C 8.071 -28.249 13.781 -0.602 -0.776 0.401 0.015
C 13.528 -38.001 5.409 -0.667 -0.159 -1.459 0.036
C 8.411 -25.103 13.716 -0.505 0.475 -0.532 -0.202
C 7.380 -32.889 17.374 0.011 0.904 -0.221 0.048
C 12.468 -30.956 8.947 -1.082 -0.560 -0.909 0.038
C 13.444 -27.700 10.512 1.145 -0.372 -0.681 0.083
C 14.577 -33.212 11.617 0.284 0.842 0.441 0.020
C 6.648 -22.327 9.199 -0.059 1.372 -0.204 -0.219
C 13.657 -35.637 8.927 -0.271 -0.208 -0.367 -0.113
C 13.284 -37.706 7.782 -0.815 -1.425 0.735 0.014
C 10.346 -23.086 6.319 0.383 -0.023 1.009 -0.114
B 11.695 -24.698 10.189 0.255 -0.521 -0.580 -1.173
B 4.133 -30.045 13.241 0.738 0.112 0.594 -1.254
B 10.069 -32.464 14.584 0.248 -1.128 0.143 -1.123
B 10.490 -25.821 17.993 -1.255 -0.387 0.174 -1.132
B 7.637 -28.556 9.406 -0.483 -0.480 -1.210 -1.017
B 15.036 -29.855 12.661 0.406 0.403 0.532 -1.195
H 7.641 -33.610 4.480 -0.119 -0.341 0.200 0.127
H 4.988 -29.945 15.807 -0.369 0.062 0.121 0.105
H 8.777 -26.421 12.037 -0.360 -0.001 -0.016 0.141
H 7.911 -35.017 17.487 -0.143 0.996 -0.161 0.166
H 4.910 -25.750 12.200 0.249 0.169 0.385 0.097
H 5.508 -22.808 15.564 -0.308 -0.624 0.380 0.099
H 8.462 -25.560 7.388 0.314 -0.050 0.414 0.129
H 8.791 -30.571 17.738 0.241 -0.227 0.191 0.133
H 10.627 -33.973 5.165 0.411 0.183 -0.012 0.136
H 5.986 -22.194 8.329 0.087 -0.166 0.288 0.106
H 13.234 -27.852 11.568 -0.442 0.466 -0.121 0.091
H 7.081 -22.506 6.265 0.171 -0.405 0.377 0.118
H 6.562 -35.992 14.322 0.137 -0.165 0.157 0.100
H 10.201 -25.879 12.803 -0.216 0.068 0.356 0.140
H 8.163 -22.989 13.473 -0.172 0.319 -0.371 0.078
H 6.608 -24.172 6.737 0.292 0.241 0.115 0.120
H 12.652 -32.122 13.856 -0.128 -0.199 0.399 0.081
H 7.682 -26.219 18.803 -0.551 -0.239 -0.518 0.122
H 9.765 -23.654 13.197 0.485 0.651 -0.438 0.084
H 5.051 -23.127 10.545 0.254 0.109 -0.032 0.072
H 9.822 -25.033 5.467 -0.083 -0.155 0.317 0.117
H 11.953 -29.383 13.700 0.513 0.144 -0.059 0.122
H 7.274 -32.873 7.138 -0.346 0.381 0.114 0.154
H 8.241 -29.102 14.440 -0.082 -0.182 -0.250 0.101
H 5.927 -26.144 18.267 -0.087 0.107 0.272 0.102
H 7.996 -36.323 15.372 -0.828 0.110 -0.067 0.125
H -3.591 -28.649 10.758 -0.029 0.444 0.274 0.162
H 14.530 -38.277 5.064 -0.151 0.045 0.385 0.131
H 9.675 -24.916 8.554 -0.128 0.073 -0.629 0.117
H 6.301 -36.525 16.010 0.278 -0.016 -0.285 0.122
H 9.984 -29.273 12.716 -0.256 0.097 0.278 0.138
H 12.934 -31.952 8.856 -0.396 0.620 0.103 0.112
H 10.108 -22.735 5.328 -0.097 0.397 -0.174 0.110
H 13.002 -37.490 9.857 0.101 0.060 -0.050 0.142
H 3.039 -25.732 14.125 0.049 0.212 0.136 0.107
H 9.130 -27.369 15.843 -0.422 0.175 0.291 0.101
H -1.421 -24.797 12.900 0.031 0.020 -0.279 0.131
H 11.148 -27.384 9.281 0.050 0.414 0.326 0.114
H 8.675 -34.998 4.628 0.528 -0.036 0.259 0.100
H 14.079 -35.466 5.562 0.022 -0.402 0.353 0.166
H 5.241 -21.357 10.554 0.280 -0.511 -0.098 0.087
H 7.801 -32.599 18.339 -0.076 -0.305 -0.357 0.142
H 5.638 -31.681 14.742 -0.050 -0.214 -0.408 0.093
H 8.525 -31.033 8.404 -0.535 -0.343 0.202 0.105
H 7.787 -28.587 12.782 -0.009 0.047 0.165 0.104
H 7.007 -24.410 8.973 0.361 -0.250 -0.044 0.139
H 7.273 -21.424 9.227 -0.193 0.010 -0.016 0.117
H 7.217 -25.851 17.106 0.018 0.058 0.280 0.081
H 13.633 -33.542 14.559 -0.534 0.481 -0.081 0.133
H 5.060 -27.561 16.738 -0.015 -0.161 -0.202 0.115
H 11.125 -24.974 6.712 -0.321 -0.624 -0.195 0.111
H 4.947 -27.155 13.313 0.407 0.165 0.239 0.081
H 7.287 -27.653 14.231 -0.190 0.326 -0.047 0.098
H 3.182 -27.940 10.662 0.235 0.002 0.168 0.145
H 14.529 -27.901 10.437 -0.549 -0.194 -0.226 0.124
H -5.594 -25.743 11.689 -0.241 -0.031 0.167 0.103
H -1.160 -28.751 11.098 -0.340 0.330 -0.047 0.138
H 11.875 -34.327 13.113 -0.193 -0.229 -0.397 0.145
H 8.391 -23.522 9.686 0.069 -0.119 0.685 0.102
H 15.458 -33.662 9.691 -0.057 -0.078 0.393 0.138
H 14.315 -34.101 7.517 -0.050 -0.177 0.147 0.132
H 6.802 -23.855 15.728 0.725 -0.674 0.127 0.061
H 9.794 -29.014 8.146 -0.092 -0.090 -0.094 0.109
H 13.037 -38.772 7.827 0.129 0.417 -0.276 0.165
H 11.386 -22.857 6.567 -0.196 0.152 -0.344 0.125
H 10.641 -29.298 15.581 -0.466 0.271 -0.133 0.124
H 10.267 -26.206 15.192 0.315 -0.371 -0.146 0.130
H 11.831 -35.737 10.821 -0.124 0.014 0.600 0.123
H 14.152 -30.166 9.999 -0.792 0.304 -0.197 0.141
H 10.002 -22.274 8.368 -0.212 -0.310 -0.175 0.139
H 8.557 -23.865 11.897 -0.070 0.310 0.200 0.057
H 0.523 -25.641 14.050 0.210 -0.389 -0.586 0.138
H 11.666 -27.930 15.953 0.288 -0.362 -0.015 0.130
H 13.259 -26.737 10.047 -0.230 0.079 0.575 0.088
H 0.755 -28.030 10.439 0.254 0.081 -0.042 0.126
H 5.023 -27.380 11.533 -0.344 -0.293 0.037 0.087
H -3.898 -24.967 12.671 0.301 -0.078 -0.413 0.151
H 15.299 -32.476 11.944 0.055 -0.087 -0.114 0.146
H 6.414 -22.367 11.386 0.194 -0.134 0.285 0.057
H 5.444 -24.060 16.873 0.256 0.166 0.222 0.080
H 8.752 -24.907 14.725 -0.043 -0.387 0.421 0.100
H 7.341 -25.318 13.727 -0.043 -0.004 0.094 0.097
H 8.801 -28.173 18.347 0.075 0.017 0.395 0.106
H 12.900 -38.868 5.598 0.248 -0.113 -0.043 0.112
H 5.886 -34.146 14.105 -0.323 0.437 -0.055 0.146
H 14.418 -32.072 13.956 0.001 -0.093 -0.256 0.083
H 12.306 -27.639 13.637 -0.371 -0.249 0.310 0.137
H 7.902 -23.902 5.582 0.230 0.125 0.437 0.109
H 8.964 -21.580 7.056 0.251 0.092 0.447 0.134
H 7.342 -34.811 5.765 0.056 0.104 0.176 0.112
H -5.721 -27.466 12.185 -0.043 0.168 -0.103 0.123
H 12.088 -32.323 6.433 -0.704 -0.282 -0.063 0.138
H 13.039 -37.417 4.623 0.167 -0.219 -0.051 0.115
H 10.499 -27.775 12.029 0.380 0.138 -0.244 0.108
H -5.581 -26.988 10.457 0.291 -0.064 0.447 0.126
```
Forces are in eV/Å.

Output
Multiplicity: 1
Frontier orbital gap: 3.84 eV
Electronic energy: -5816.3525 hartree
HOMO energy: -11.98 eV
Charge: +3
LUMO level: -8.13 eV